Formula: C4H16N2O2
Source: the Open Molecules 2025 dataset
Level of theory: ωB97M-V/def2-TZVPD

Results
Multiplicity: 1
Net charge: 0
Energy above the lowest of the compared OMol25 structures with the same formula, charge and spin, kJ/mol: 167.9
HOMO, eV: -8.7
Gap between HOMO and LUMO, eV: 9.101

```
24
Properties=species:S:1:pos:R:3:forces:R:3
N 1.05421 1.72621 2.90397 -1.496 1.526 -1.462
C 0.52439 1.68661 1.53337 0.564 0.696 -1.186
C -0.82012 0.89601 1.35256 1.000 1.255 -2.271
C -0.69447 -0.57272 0.98271 -2.150 -0.948 2.129
C -0.86571 -0.95753 -0.44987 2.210 -0.454 -2.481
N -2.26479 -1.07585 -0.81206 -1.568 2.133 0.392
H 1.72526 1.06235 3.11074 1.033 -1.633 0.767
H 0.27869 1.82849 3.54135 0.415 -0.364 0.365
H 1.28885 1.26414 0.76847 -1.023 0.542 1.480
H 0.44653 2.79030 1.23226 -0.406 -1.543 0.119
H -1.48528 1.00539 2.17831 -0.250 0.324 0.862
H -1.34272 1.37848 0.47849 0.306 -0.221 0.758
H -1.55657 -1.04526 1.52803 0.444 0.109 -0.611
H 0.09775 -1.09055 1.48555 1.158 0.061 -0.022
H -0.26302 -0.16381 -1.07564 -1.166 -1.303 0.713
H -0.33043 -1.94040 -0.68481 -0.851 1.277 0.439
H -2.68976 -0.10505 -0.79710 0.441 -1.831 -0.192
H -2.65706 -1.60390 -1.59813 1.171 0.411 0.325
O 1.58112 -1.95927 -2.31468 -0.084 1.820 0.335
H 1.41180 -2.76144 -2.77464 0.312 -1.163 -0.082
H 2.24823 -2.00515 -1.62451 -0.014 -0.771 -0.283
O 1.29487 0.94791 -2.91988 0.785 -0.306 -4.093
H 1.58276 0.40538 -3.76322 -0.950 1.825 2.396
H 1.43550 0.28967 -2.28127 0.121 -1.445 1.603
```
Positions in Å, forces in eV/Å.


Formula: C4H16N2O2
Source: the Open Molecules 2025 dataset
Level of theory: ωB97M-V/def2-TZVPD

Results
Multiplicity: 1
Net charge: 0
Energy above the lowest of the compared OMol25 structures with the same formula, charge and spin, kJ/mol: 142.0
HOMO, eV: -9.0
Gap between HOMO and LUMO, eV: 9.728

```
24
Properties=species:S:1:pos:R:3:forces:R:3
C -1.28740 1.11357 0.18950 -1.411 1.590 0.775
N 0.00748 0.85917 0.78818 1.652 -0.156 -1.913
C 1.13168 1.36164 -0.14065 -0.402 -0.747 2.193
C 0.99287 0.85235 -1.56875 -0.786 0.135 0.395
C 1.88144 1.64463 -2.53825 -0.673 -1.881 -0.571
N 1.12822 -0.61937 -1.52313 0.617 0.248 0.106
H -1.38536 2.18598 -0.10014 0.576 -0.678 -0.568
H -1.72674 0.45479 -0.56100 0.621 -0.081 -0.439
H -2.07770 1.16122 0.93381 0.020 -0.588 0.760
H 0.24791 -0.12339 0.66358 -0.765 -0.286 0.589
H 1.23456 2.42141 0.05977 -0.285 0.464 -0.768
H 2.03755 0.94827 0.34007 -0.127 -0.016 -0.431
H -0.05688 1.01111 -1.84326 0.242 0.199 -0.104
H 1.42713 1.46959 -3.52748 0.314 0.526 0.096
H 2.84835 1.11440 -2.59455 0.052 0.923 0.245
H 1.86825 2.70029 -2.26687 0.472 -0.151 -0.213
H 2.08403 -0.92167 -1.66672 0.028 0.054 0.075
H 0.54223 -1.17680 -2.12618 -0.152 0.440 -0.229
O 2.55326 -4.27169 5.03236 -0.770 -0.595 -1.142
H 2.13528 -5.12645 4.82829 0.362 -0.063 0.792
H 2.29597 -3.85864 4.19274 0.408 0.660 0.351
O -6.13473 -1.22140 0.85044 -0.053 -0.084 -0.394
H -6.40310 -1.30656 1.76751 0.208 0.158 0.105
H -5.34428 -0.67244 0.81072 -0.147 -0.072 0.291
```
Positions in Å, forces in eV/Å.


Number 1: molecular weight 124.2 g/mol. Number 2: molecular weight 124.2 g/mol.